1.
{"formula": "C32H34N5O3RuSTe", "method": "ωB97M-V/def2-TZVPD", "total_charge": 2, "gap_ha": [0.280, 0.284], "multiplicity": 2, "homo_ev": [-13.9, -13.8], "lumo_energy_ev": [-6.2, -6.1], "s2": 0.76, "symbols": ["Ru", "N", "N", "C", "O", "O", "H", "H", "H", "N", "S", "C", "C", "C", "C", "C", "C", "C", "C", "C", "C", "C", "C", "H", "H", "H", "H", "H", "H", "H", "H", "H", "H", "H", "C", "Te", "C", "C", "C", "C", "C", "C", "C", "H", "H", "H", "H", "H", "H", "H", "H", "C", "N", "N", "C", "O", "C", "C", "C", "C", "C", "C", "C", "C", "C", "H", "H", "H", "H", "H", "H", "H", "H", "H", "H", "H", "H"], "coordinates": [[0.50, -0.50, -0.06], [-0.87, -0.96, 1.54], [-1.85, 0.04, 1.44], [-1.59, 1.20, 0.70], [-2.41, 2.08, 0.63], [-0.39, 1.21, 0.14], [-1.30, -1.88, 1.44], [-0.41, -0.93, 2.45], [-2.68, -0.01, 2.01], [1.92, 0.33, -1.24], [1.93, 1.94, -1.52], [1.15, 2.29, -3.08], [1.09, 1.36, -4.11], [0.51, 1.73, -5.31], [0.00, 3.01, -5.47], [0.05, 3.93, -4.43], [0.63, 3.57, -3.22], [3.64, 2.30, -1.84], [4.36, 2.79, -0.75], [5.71, 3.06, -0.91], [6.32, 2.85, -2.14], [5.58, 2.37, -3.22], [4.23, 2.09, -3.08], [2.56, -0.18, -1.84], [1.48, 0.36, -3.98], [0.44, 1.01, -6.12], [-0.45, 3.30, -6.41], [-0.36, 4.92, -4.55], [0.66, 4.26, -2.39], [3.87, 2.97, 0.19], [6.28, 3.46, -0.08], [7.37, 3.08, -2.27], [6.06, 2.23, -4.18], [3.65, 1.75, -3.92], [-0.45, -1.99, -3.34], [-1.39, -1.45, -1.51], [-2.07, 0.28, -2.57], [-2.00, -0.13, -4.02], [-2.69, 0.58, -4.99], [-2.59, 0.23, -6.32], [-1.80, -0.85, -6.70], [-1.11, -1.57, -5.74], [-1.20, -1.21, -4.40], [-0.54, -3.06, -3.47], [0.60, -1.72, -3.27], [-1.41, 1.10, -2.32], [-3.08, 0.52, -2.24], [-3.32, 1.42, -4.69], [-3.15, 0.78, -7.07], [-1.73, -1.14, -7.74], [-0.50, -2.42, -6.03], [5.72, -3.51, 1.68], [4.70, -3.17, 0.71], [3.43, -2.82, 1.11], [2.68, -2.57, 0.01], [1.43, -2.27, 0.13], [3.50, -2.77, -1.11], [4.75, -3.14, -0.63], [5.98, -3.50, -1.39], [3.04, -2.69, 2.48], [2.46, -3.77, 3.12], [2.08, -3.63, 4.45], [2.28, -2.43, 5.11], [2.85, -1.35, 4.45], [3.24, -1.48, 3.12], [5.40, -4.35, 2.29], [5.95, -2.66, 2.31], [6.61, -3.80, 1.13], [3.21, -2.70, -2.14], [5.79, -3.41, -2.45], [6.28, -4.52, -1.18], [6.80, -2.84, -1.13], [2.32, -4.70, 2.59], [1.64, -4.47, 4.97], [1.99, -2.33, 6.15], [3.01, -0.41, 4.97], [3.70, -0.65, 2.59]]}



2.
{"formula": "C4H8O", "method": "ωB97M-V/def2-TZVPD", "total_charge": 0, "gap_ha": 0.358, "multiplicity": 1, "homo_ev": -8.6, "smiles": "C/C=C/OC", "lumo_energy_ev": 1.1, "symbols": ["C", "C", "C", "C", "O", "H", "H", "H", "H", "H", "H", "H", "H"], "coordinates": [[-0.45, -2.07, 0.65], [0.42, 0.58, -0.11], [0.60, 2.05, -0.30], [-0.55, -0.12, -0.69], [-0.82, -1.45, -0.57], [0.58, -1.83, 0.93], [-1.12, -1.75, 1.45], [-0.53, -3.15, 0.49], [1.14, 0.08, 0.55], [1.55, 2.28, -0.80], [0.62, 2.57, 0.67], [-0.21, 2.48, -0.90], [-1.25, 0.34, -1.38]]}



3.
{"formula": "H18O9", "method": "ωB97M-V/def2-TZVPD", "total_charge": 0, "gap_ha": 0.392, "multiplicity": 1, "homo_ev": -10.6, "smiles": "O.O.O.O.O.O.O.O.O", "lumo_energy_ev": 0.1, "symbols": ["O", "H", "H", "O", "H", "H", "O", "H", "H", "O", "H", "H", "O", "H", "H", "O", "H", "H", "O", "H", "H", "O", "H", "H", "O", "H", "H"], "coordinates": [[0.26, -3.47, 0.42], [-0.31, -3.82, -0.27], [-0.08, -2.57, 0.58], [-1.00, 2.43, -2.48], [-1.73, 2.20, -1.87], [-1.30, 3.19, -2.99], [1.44, 1.18, 2.03], [1.93, 1.98, 1.79], [0.58, 1.50, 2.34], [0.57, -1.52, -2.64], [1.09, -2.30, -2.86], [0.61, -1.45, -1.67], [-2.89, -1.07, 0.96], [-1.97, -1.08, 1.26], [-3.42, -1.41, 1.68], [2.82, -0.87, 3.77], [3.65, -0.45, 4.01], [2.51, -0.39, 2.99], [1.76, 1.53, -2.30], [0.81, 1.64, -2.16], [1.82, 0.73, -2.85], [-2.21, 1.50, -0.04], [-2.55, 0.60, 0.14], [-2.98, 2.08, 0.08], [0.07, -0.43, 0.02], [-0.17, 0.28, -0.59], [0.67, 0.01, 0.65]]}



4.
{"formula": "C5H8O2", "method": "ωB97M-V/def2-TZVPD", "total_charge": 0, "gap_ha": 0.295, "multiplicity": 1, "homo_ev": -7.2, "lumo_energy_ev": 0.8, "symbols": ["C", "O", "C", "C", "C", "C", "O", "H", "H", "H", "H", "H", "H", "H", "H"], "coordinates": [[-1.27, 0.60, 0.38], [-0.61, 1.50, -0.51], [0.02, 0.79, -1.49], [0.14, -1.20, -0.63], [-0.28, -0.53, 0.67], [1.12, 0.08, 0.82], [1.42, 0.02, -0.58], [-2.20, 0.22, -0.06], [-1.51, 1.16, 1.29], [0.60, 1.51, -2.08], [0.86, -2.01, -0.51], [-0.64, -1.48, -1.34], [-0.64, -1.20, 1.45], [1.16, 1.10, 1.23], [1.82, -0.56, 1.37]]}



Across the entries above, max |F| takes the values 0.4 0.3 0.5 0.6 eV Å⁻¹, respectively.
Across the entries above, E_tot takes the values -68025.2011 -6324.0036 -18720.4192 -9403.3023 eV, respectively.